[1]
A 2-piece molecular cluster, C2H2O3 overall. Source: the OMol25 dataset; level of theory: ωB97M-V with the def2-TZVPD basis set.

```
7
Properties=species:S:1:pos:R:3:lowdin_charge:R:1
C 0.94056 1.34460 -0.54118 -0.126
C 3.82619 0.34979 -0.30098 -0.071
O 0.13364 0.50085 -0.23956 0.014
O 4.60674 -0.21127 0.52724 0.086
O 3.16247 -0.43917 0.55057 0.033
H 2.00257 1.23640 -0.48976 -0.011
H 0.67353 2.33828 -0.85810 0.075
```

Summary:
Energy relative to the best compared isomer or geometry (same formula, charge and spin) = 148.0 kcal per mole



[2]
An isolated ion of composition C25H24Cl2NO and charge +1. Source: the OMol25 dataset; level of theory: ωB97M-V with the def2-TZVPD basis set.

```
53
Properties=species:S:1:pos:R:3:lowdin_charge:R:1
Cl -0.41473 -2.72072 -5.19983 0.706
C 0.05676 -1.60772 -3.98252 -0.688
C 1.24351 -1.82029 -3.26536 -0.091
C 1.51127 -1.01707 -2.16498 -0.044
C 0.64711 0.03160 -1.82948 -0.175
C 0.84263 0.68776 -0.46142 -0.195
C 0.62388 2.20667 -0.44288 -0.185
C 1.67191 3.01463 0.01280 -0.016
C 1.42462 4.31753 0.43419 -0.081
C 0.11909 4.82193 0.34770 -0.681
Cl -0.25018 6.35445 1.01834 0.709
C -0.88970 4.09416 -0.30101 -0.078
C -0.64172 2.76016 -0.65505 -0.051
C -0.37140 0.39311 -2.71015 -0.010
C -0.71677 -0.46251 -3.76262 -0.076
H 1.91699 -2.62129 -3.55792 0.113
H 2.39159 -1.21190 -1.54699 0.124
H 1.90407 0.53820 -0.22421 0.144
H 2.66799 2.57780 0.13223 0.129
H 2.21947 4.92898 0.86319 0.117
H -1.86578 4.53803 -0.47404 0.112
H -1.47233 2.15612 -1.01914 0.107
H -0.91480 1.32506 -2.59646 0.097
H -1.57467 -0.24113 -4.39117 0.114
C 1.73831 2.08658 4.01000 -0.061
C 0.52762 2.53101 3.46665 -0.055
C -0.12103 1.76102 2.50634 -0.032
C 0.49752 0.61581 1.99512 -0.180
C 0.03673 0.04386 0.63903 -0.188
C 0.21949 -1.44479 0.59417 0.059
N -0.72624 -2.30343 0.34359 0.007
C -0.31079 -3.72989 0.20807 -0.069
C -1.23014 -4.46727 -0.75429 -0.159
O -2.60769 -4.27073 -0.42307 -0.115
C -3.00566 -2.89737 -0.45682 -0.159
C -2.17833 -2.01335 0.47515 -0.055
C 1.62996 0.10574 2.61556 -0.040
C 2.25808 0.84628 3.62300 -0.056
H 2.28385 2.71085 4.72203 0.114
H 0.11308 3.49825 3.76155 0.119
H -1.08454 2.08124 2.10262 0.124
H -1.02376 0.28918 0.48821 0.133
H 1.23515 -1.85736 0.71901 0.155
H 0.72764 -3.75180 -0.15298 0.138
H -0.37653 -4.19930 1.20525 0.152
H -1.00731 -4.14171 -1.79052 0.133
H -1.07249 -5.54992 -0.65106 0.145
H -2.94920 -2.49523 -1.49072 0.137
H -4.05433 -2.91145 -0.12388 0.145
H -2.48206 -2.23477 1.51377 0.157
H -2.39501 -0.96127 0.25673 0.129
H 2.05472 -0.84821 2.30070 0.106
H 3.17415 0.46448 4.07356 0.112
```

Summary:
Net charge = +1
SMILES = Clc1ccc(C(c2ccc(Cl)cc2)[C@@H](C=[N+]2CCOCC2)c2ccccc2)cc1



[3]
C29H32N5O7OsS4 as an isolated structure. Source: the OMol25 dataset; level of theory: ωB97M-V with the def2-TZVPD basis set.

```
78
Properties=species:S:1:pos:R:3:lowdin_charge:R:1
Os -0.17098 -0.41600 -0.42307 1.615
N -1.09070 -1.03136 1.36545 -0.058
C -0.09928 -1.05996 2.46810 -0.113
C 1.31038 -1.15752 1.91281 -0.486
O 2.21433 -1.57044 2.59588 0.117
N 1.46849 -0.70600 0.60114 -0.148
C 2.46661 -1.44800 -0.15002 -0.093
C 1.65205 -2.57642 -0.80020 -0.563
O 2.13764 -3.52535 -1.35159 0.119
O 0.34802 -2.37319 -0.63315 -0.189
H -1.95105 -0.55902 1.62617 0.112
H -1.37766 -1.98249 1.13505 0.090
H -0.25558 -1.90535 3.13518 0.140
H -0.18098 -0.15376 3.06194 0.089
H 3.22982 -1.87528 0.49603 0.131
H 2.94323 -0.83703 -0.91597 0.118
O 0.32783 1.72067 0.77871 -0.597
S -0.37624 2.27947 2.00390 1.039
C -2.08211 2.83096 1.63046 -0.301
C -2.32506 4.13552 0.88567 -0.208
C -1.90895 4.13553 -0.58230 -0.200
C -2.80888 3.28353 -1.48521 -0.272
S -2.00940 1.81007 -2.15476 1.090
O -1.49612 1.20792 -0.83662 -0.655
C -0.64475 2.56823 -3.01000 -0.394
C -0.85052 2.84746 -4.35343 -0.075
C 0.15099 3.48655 -5.07123 -0.056
C 1.34549 3.81484 -4.44837 -0.055
C 1.55317 3.49367 -3.11103 -0.055
C 0.55920 2.86218 -2.38265 -0.096
C 0.40032 3.85072 2.31243 -0.392
C 1.31245 4.35933 1.40503 -0.063
C 1.90215 5.58877 1.66666 -0.053
C 1.57893 6.28544 2.82182 -0.058
C 0.67288 5.75356 3.73144 -0.058
C 0.08202 4.52559 3.48418 -0.082
H -2.51813 2.88266 2.63201 0.098
H -2.52294 1.97189 1.12087 0.076
H -1.80985 4.94779 1.40059 0.111
H -3.39336 4.35744 0.96605 0.127
H -0.87585 3.79644 -0.64685 0.078
H -1.91260 5.16028 -0.95297 0.129
H -3.18632 3.82800 -2.35141 0.105
H -3.67086 2.87537 -0.95167 0.104
H -1.78289 2.56915 -4.83206 0.120
H -0.00042 3.71960 -6.11632 0.115
H 2.12682 4.30953 -5.00984 0.114
H 2.49795 3.72975 -2.63840 0.115
H 0.71731 2.56535 -1.35267 0.081
H 1.56976 3.78681 0.52462 0.100
H 2.62190 5.99706 0.97006 0.113
H 2.04405 7.24093 3.02304 0.113
H 0.43633 6.29063 4.63981 0.115
H -0.60995 4.09667 4.19989 0.118
N -1.98443 -6.80973 -5.01623 0.129
C -2.17744 -5.67801 -4.28325 -0.303
C -3.11401 -4.71506 -4.68802 -0.019
C -3.32086 -3.58187 -3.93136 -0.067
C -2.60098 -3.39763 -2.75408 -0.328
C -1.66507 -4.34436 -2.33744 -0.042
C -1.45392 -5.46950 -3.09582 -0.003
S -2.84212 -1.94810 -1.82867 0.624
O -3.01848 -2.22878 -0.42974 -0.290
O -3.77996 -1.11034 -2.52012 -0.290
N -1.37994 -1.18806 -1.85473 -0.298
C -0.55598 -0.91240 -2.88974 -0.744
S -0.59820 -1.19553 -4.57260 1.127
C 0.96296 -0.43564 -4.69307 -0.348
C 1.40894 -0.03912 -3.48461 -0.202
N 0.53619 -0.30357 -2.45459 -0.084
H -2.40004 -6.89710 -5.92491 0.103
H -1.22019 -7.42267 -4.80022 0.104
H -3.67881 -4.86830 -5.59898 0.116
H -4.04394 -2.83787 -4.23670 0.116
H -1.08601 -4.17785 -1.44001 0.109
H -0.71956 -6.20130 -2.78395 0.121
H 1.45684 -0.35372 -5.64585 0.077
H 2.35527 0.43836 -3.28816 0.123
```

Summary:
Energy relative to the best compared isomer or geometry (same formula, charge and spin) = 19.3 kcal per mole
Net charge = +1



[4]
C12H35O14 as an isolated structure. Source: the OMol25 dataset; level of theory: ωB97M-V with the def2-TZVPD basis set.

```
61
Properties=species:S:1:pos:R:3:lowdin_charge:R:1
O 10.43022 11.92519 -24.77641 0.082
C 10.83977 11.36340 -23.64444 -0.547
O 11.53213 10.32118 -23.71047 -0.039
O 10.55547 11.90575 -22.55453 0.098
H 10.77623 11.30175 -25.41920 0.086
C 8.89588 9.53682 -24.17075 -0.144
O 7.64879 9.86942 -24.73415 -0.069
H 8.81046 8.57032 -23.67408 0.088
H 9.66439 9.37413 -24.92641 0.058
H 9.23042 10.27490 -23.44176 0.100
H 7.73335 10.47139 -25.47718 0.054
C 10.67837 10.83338 -19.93634 -0.270
C 11.04749 12.26638 -20.21939 -0.200
O 11.96081 12.49816 -21.30229 -0.078
O 11.75971 10.05105 -19.61444 -0.059
H 10.31909 10.28238 -20.80549 0.105
H 9.89300 10.75473 -19.18459 0.117
H 11.56941 12.65026 -19.34284 0.121
H 10.18919 12.93778 -20.24444 0.104
H 11.54282 12.22123 -22.12094 -0.137
H 11.38196 9.22490 -19.30398 0.083
C 13.86656 9.68373 -22.43899 -0.179
C 14.12444 10.14166 -23.87072 -0.214
O 13.22083 9.59341 -24.79049 -0.098
O 12.75123 10.42458 -21.91099 -0.107
H 14.74698 9.88371 -21.82826 0.115
H 13.65136 8.62206 -22.31799 0.103
H 15.11213 9.81433 -24.19537 0.110
H 14.02658 11.22648 -23.91200 0.128
H 12.37020 10.00204 -24.61424 -0.067
H 11.99962 10.41636 -22.50818 -0.056
C 9.89106 11.33175 -26.94160 -0.221
C 9.95363 11.40526 -28.45144 -0.244
O 10.03529 12.68851 -28.99767 -0.044
O 10.06202 9.98056 -26.51376 -0.054
H 9.06571 11.87165 -26.47746 0.145
H 10.72192 11.91111 -26.53897 0.134
H 9.15939 10.85524 -28.95618 0.119
H 10.85384 10.86805 -28.74999 0.125
H 10.04553 12.68113 -29.95757 0.088
H 9.28020 9.53099 -26.84275 0.114
C 10.24070 14.84281 -23.77713 -0.185
C 9.84267 14.54447 -22.24006 -0.220
O 9.18748 13.30941 -22.05473 -0.071
O 11.14288 13.82455 -24.11610 -0.085
H 10.69468 15.80209 -24.02571 0.104
H 9.33907 14.72231 -24.37767 0.100
H 9.37368 15.45639 -21.87052 0.094
H 10.73866 14.47276 -21.62350 0.100
H 9.81191 12.60496 -22.24296 -0.223
H 10.78949 12.94889 -23.94310 -0.024
C 11.19516 8.05420 -23.44853 -0.251
C 12.04501 7.02138 -24.15888 -0.252
O 11.18605 6.37608 -25.01304 -0.043
O 10.03485 7.55107 -22.82803 -0.075
H 10.96092 8.84938 -24.15629 0.079
H 11.83035 8.48521 -22.67467 0.110
H 12.41023 6.28749 -23.44047 0.114
H 12.91736 7.51150 -24.59120 0.113
H 10.38025 6.32121 -24.49411 0.074
H 9.79931 8.08326 -22.06456 0.095
```

Summary:
Energy relative to the best compared isomer or geometry (same formula, charge and spin) = 242.8 kcal per mole
Net charge = -1



Computed values of Kohn-Sham gap (unit: eV) for the preceding records, in sequence: 10.23; 7.46; 7.05; 7.09.